Record 1
A structure of composition C32H85LiO11. Source: the Open Molecules 2025 dataset; level of theory: ωB97M-V/def2-TZVPD.

Each line ends with the Mulliken charge.
Cartesian coordinates (Å):
Li  0.768  0.480  -0.509  -0.240
C  4.513  -0.103  -1.555  -1.027
C  3.972  -0.229  -0.138  -0.846
O  2.588  -0.279  0.052  0.333
H  3.893  -0.602  -2.300  -0.213
H  5.551  -0.429  -1.616  0.397
H  4.523  0.946  -1.851  0.244
H  4.418  0.593  0.422  0.095
H  4.415  -1.093  0.357  0.439
C  1.520  2.963  -3.907  -1.288
C  1.781  2.156  -2.654  1.926
C  2.415  3.025  -1.566  -1.416
O  0.483  1.710  -2.205  1.336
H  0.685  3.655  -3.796  0.232
H  1.355  2.257  -4.721  0.221
H  2.385  3.540  -4.235  0.455
H  2.381  1.259  -2.808  -1.066
H  3.464  3.278  -1.720  0.441
H  2.324  2.431  -0.657  -0.029
H  1.911  3.991  -1.529  0.376
H  -0.209  2.249  -2.596  -0.861
C  2.685  -4.437  1.182  -1.339
C  2.470  -4.078  -0.314  0.596
C  1.914  -5.206  -1.182  -1.361
O  1.558  -3.066  -0.219  1.252
H  1.789  -4.667  1.759  0.074
H  3.225  -3.663  1.727  0.267
H  3.325  -5.319  1.222  0.531
H  3.367  -3.664  -0.775  0.246
H  0.962  -5.548  -0.775  0.351
H  2.586  -6.059  -1.271  0.436
H  1.788  -4.901  -2.221  0.212
H  2.043  -2.269  0.007  -1.112
C  3.467  -0.827  3.782  -1.311
C  2.674  0.524  3.826  0.979
C  3.484  1.780  3.627  -1.407
O  1.763  0.460  2.768  -0.239
H  4.146  -0.866  4.634  0.515
H  4.045  -0.935  2.864  0.224
H  2.844  -1.722  3.782  0.215
H  2.063  0.497  4.728  0.064
H  4.119  1.857  2.744  0.208
H  4.057  2.043  4.516  0.412
H  2.783  2.608  3.520  0.295
H  2.226  0.095  2.011  -0.743
C  -2.419  -2.655  2.825  -1.423
C  -1.071  -2.318  2.202  2.560
C  0.128  -2.739  3.018  0.097
O  -1.051  -3.132  1.057  -0.664
H  -3.194  -2.172  2.229  0.131
H  -2.464  -2.182  3.806  0.245
H  -2.626  -3.725  2.849  0.386
H  -1.025  -1.270  1.904  -0.899
H  0.074  -2.324  4.024  -0.455
H  1.030  -2.314  2.577  -0.466
H  0.306  -3.806  3.150  0.403
H  -0.272  -2.933  0.533  -0.180
C  -0.362  3.282  2.214  -1.419
C  -1.125  2.282  1.331  1.529
C  -1.485  2.925  0.021  -1.323
O  -0.290  1.205  1.045  0.878
H  0.409  3.794  1.637  0.275
H  -0.003  2.775  3.110  0.177
H  -1.042  4.044  2.594  0.482
H  -2.067  1.971  1.782  -0.197
H  -2.320  3.563  0.309  0.587
H  -1.746  2.180  -0.730  0.039
H  -0.700  3.561  -0.390  0.032
H  0.262  0.988  1.800  -0.386
C  2.943  -2.698  -3.887  -0.576
C  2.233  -2.019  -5.086  0.053
C  1.745  -0.588  -4.832  -1.036
O  3.011  -1.971  -6.242  -0.571
H  3.913  -2.217  -3.761  0.621
H  3.215  -3.745  -4.016  0.529
H  2.335  -2.785  -2.986  -0.592
H  1.391  -2.626  -5.420  0.225
H  1.131  -0.160  -5.624  0.382
H  2.642  0.011  -4.673  0.439
H  1.199  -0.380  -3.912  0.133
H  3.510  -2.791  -6.243  0.360
C  -2.017  -0.719  -2.771  -1.017
C  -1.186  -1.753  -2.023  1.058
C  -0.733  -2.876  -2.918  -1.718
O  -0.071  -1.211  -1.358  1.476
H  -2.380  -1.108  -3.723  0.555
H  -1.478  0.170  -3.100  -0.323
H  -2.913  -0.373  -2.255  0.024
H  -1.767  -2.178  -1.205  0.207
H  -1.470  -3.328  -3.582  0.574
H  -0.301  -3.697  -2.347  0.266
H  0.084  -2.617  -3.591  0.159
H  0.553  -1.932  -1.242  -0.768
C  -0.866  -0.482  6.650  -1.312
C  -0.794  0.905  6.058  0.906
C  -1.782  0.929  4.892  -0.880
O  -1.161  1.757  7.107  -0.602
H  -0.609  -1.249  5.919  0.137
H  -1.822  -0.738  7.107  0.417
H  -0.125  -0.624  7.437  0.383
H  0.195  1.197  5.705  -0.053
H  -2.698  0.417  5.188  0.482
H  -1.352  0.441  4.018  -0.077
H  -2.078  1.931  4.581  0.322
H  -1.316  2.648  6.787  0.356
C  -4.604  0.457  1.093  -0.587
C  -5.807  -0.037  0.287  0.354
C  -5.472  -1.402  -0.330  -0.887
O  -6.874  -0.189  1.203  -0.583
H  -4.248  -0.330  1.758  0.219
H  -4.896  1.330  1.676  0.381
H  -3.781  0.693  0.418  -0.092
H  -6.094  0.674  -0.488  0.277
H  -4.647  -1.337  -1.039  -0.011
H  -6.312  -1.895  -0.820  0.375
H  -5.055  -2.030  0.457  0.255
H  -7.381  0.622  1.290  0.346
C  -2.501  5.429  -3.997  -1.423
C  -2.251  4.451  -2.854  0.748
C  -3.593  4.097  -2.195  -1.441
O  -1.720  3.300  -3.402  -0.272
H  -3.169  6.247  -3.727  0.407
H  -2.751  4.985  -4.961  0.292
H  -1.532  5.918  -4.100  0.405
H  -1.629  4.962  -2.118  0.179
H  -3.965  4.943  -1.617  0.423
H  -3.666  3.261  -1.499  0.175
H  -4.405  3.923  -2.901  0.424
H  -2.292  2.958  -4.093  0.216

For the frontier orbital gap, the calculation gives 8.258 eV. The value obtained for the relative energy (zero: lowest compared OMol25 entry of this formula, charge and spin) is 27.1 kcal per mole. The net charge is 0.

=====

Record 2
A cluster of 8 separate species, C32H85N5O14 in total. Source: the Open Molecules 2025 dataset; level of theory: ωB97M-V/def2-TZVPD.

Each line ends with the Mulliken charge.
Cartesian coordinates (Å):
C  2.866  -3.932  2.829  -0.594
O  1.616  -4.562  2.975  -0.378
C  0.815  -4.615  1.808  -1.323
C  0.187  -3.287  1.401  1.588
N  -0.924  -2.877  2.239  0.457
C  -0.550  -2.654  3.647  -0.442
C  -1.563  -1.752  4.308  -0.514
O  -1.600  -0.531  3.601  -0.422
C  -2.596  0.367  4.022  -0.975
H  2.748  -2.844  2.766  0.166
H  3.432  -4.320  1.977  0.282
H  3.430  -4.121  3.742  0.313
H  0.040  -5.352  2.026  0.403
H  1.418  -4.991  0.970  0.407
H  -0.157  -3.360  0.366  -0.861
H  0.992  -2.534  1.396  -0.300
H  -1.272  -1.973  1.925  -0.442
H  0.462  -2.232  3.737  0.221
H  -0.517  -3.609  4.176  0.474
H  -1.219  -1.543  5.336  0.493
H  -2.536  -2.226  4.485  0.072
H  -2.810  1.065  3.214  0.200
H  -2.280  0.914  4.917  0.267
H  -3.530  -0.146  4.271  0.329
C  1.848  0.136  -3.473  -0.392
O  0.831  -0.823  -3.695  -0.504
C  1.250  -2.155  -3.395  1.123
C  -0.009  -2.941  -3.084  -1.259
N  -0.652  -2.438  -1.882  0.614
C  -1.943  -3.116  -1.614  -0.373
C  -3.129  -2.323  -2.114  -1.059
O  -3.172  -1.097  -1.426  0.030
C  -4.216  -0.230  -1.837  -1.026
H  2.718  -0.036  -4.114  0.325
H  2.213  0.102  -2.438  0.031
H  1.390  1.108  -3.641  0.401
H  1.939  -2.192  -2.545  -1.101
H  1.740  -2.526  -4.302  0.613
H  0.263  -3.995  -2.972  0.489
H  -0.664  -2.883  -3.968  0.352
H  -0.895  -1.471  -2.076  -0.117
H  -2.019  -3.259  -0.532  -0.198
H  -1.987  -4.126  -2.026  0.478
H  -4.048  -2.897  -1.897  0.565
H  -3.198  -2.221  -3.205  0.494
H  -4.420  0.460  -1.021  0.185
H  -5.139  -0.764  -2.080  0.327
H  -3.895  0.305  -2.737  0.323
C  2.955  -2.505  -0.795  -1.040
O  3.618  -1.318  -1.204  -0.020
C  4.981  -1.554  -1.479  -1.057
C  5.603  -0.534  -2.412  -0.170
N  5.889  0.708  -1.666  -0.309
C  6.525  1.723  -2.477  -0.936
C  5.633  2.386  -3.533  -0.419
O  5.335  1.638  -4.713  -0.347
C  6.470  1.135  -5.369  -0.674
H  3.394  -3.046  0.045  0.055
H  2.982  -3.186  -1.656  0.459
H  1.923  -2.228  -0.600  0.339
H  5.165  -2.555  -1.901  0.457
H  5.570  -1.577  -0.551  0.317
H  4.927  -0.348  -3.254  -0.014
H  6.577  -0.911  -2.731  0.498
H  5.011  0.997  -1.247  0.375
H  7.417  1.279  -2.930  0.469
H  6.880  2.538  -1.840  0.394
H  6.075  3.322  -3.903  0.399
H  4.682  2.617  -3.052  0.268
H  6.814  0.214  -4.893  0.218
H  7.259  1.893  -5.447  0.326
H  6.217  0.892  -6.403  0.248
C  -1.695  4.518  0.127  -0.803
O  -1.177  4.610  -1.182  -0.241
C  -2.090  5.253  -2.079  -0.578
C  -1.270  5.884  -3.178  -0.622
N  -0.261  6.770  -2.615  -0.298
C  0.599  7.353  -3.616  -0.714
C  1.625  8.286  -3.035  -0.560
O  2.600  7.535  -2.334  -0.256
C  3.824  8.213  -2.207  -0.804
H  -1.011  3.895  0.696  0.156
H  -2.700  4.072  0.129  0.316
H  -1.835  5.497  0.600  0.411
H  -2.687  5.986  -1.535  0.418
H  -2.715  4.462  -2.508  0.333
H  -1.889  6.475  -3.858  0.362
H  -0.777  5.091  -3.762  0.293
H  0.229  6.301  -1.866  0.245
H  -0.043  7.943  -4.282  0.371
H  1.097  6.608  -4.259  0.346
H  1.141  9.009  -2.364  0.307
H  2.090  8.896  -3.819  0.463
H  4.476  8.061  -3.074  0.294
H  4.380  7.857  -1.338  0.233
H  3.661  9.283  -2.042  0.336
C  -5.479  -0.058  1.878  -0.667
O  -5.331  -1.325  1.286  -0.546
C  -4.205  -2.075  1.714  2.887
C  -4.572  -3.345  2.433  -1.082
N  -5.537  -3.043  3.489  -0.174
C  -5.984  -4.224  4.232  -0.864
C  -4.908  -4.881  5.072  -0.277
O  -4.793  -4.202  6.293  -0.381
C  -3.748  -4.738  7.079  -0.647
H  -4.651  0.636  1.694  0.117
H  -5.586  -0.130  2.969  0.327
H  -6.414  0.369  1.518  0.300
H  -3.552  -1.485  2.362  -1.037
H  -3.583  -2.253  0.830  -1.220
H  -3.669  -3.763  2.876  0.184
H  -5.009  -4.094  1.750  0.414
H  -6.366  -2.685  3.026  0.239
H  -6.440  -4.943  3.533  0.424
H  -6.760  -3.914  4.935  0.393
H  -3.952  -4.885  4.525  0.278
H  -5.136  -5.951  5.183  0.454
H  -2.774  -4.476  6.645  0.171
H  -3.777  -5.835  7.068  0.330
H  -3.839  -4.388  8.102  0.266
C  -0.819  0.680  0.277  0.253
C  0.514  0.548  0.985  -0.021
O  0.447  0.866  2.354  -0.312
O  -1.738  -0.267  0.762  1.246
H  -0.647  0.442  -0.786  0.326
H  -1.153  1.722  0.306  -0.445
H  1.206  1.245  0.528  0.167
H  0.877  -0.471  0.803  -0.587
H  -0.231  0.349  2.816  0.500
H  -2.416  -0.463  0.109  -0.510
O  2.170  2.487  3.883  -0.702
H  1.573  2.049  3.253  0.380
H  2.703  3.083  3.351  0.309
O  3.315  1.620  -0.554  -0.627
H  2.536  2.148  -0.746  0.329
H  3.001  0.708  -0.476  0.220

For the frontier orbital gap, the calculation gives 8.796 eV. Its SMILES is COCCNCCOC.COCCNCCOC.COCCNCCOC.COCCNCCOC.COCCNCCOC.OCCO.O.O. The value obtained for the relative energy (zero: lowest compared OMol25 entry of this formula, charge and spin) is 0.0 kcal per mole. The net charge is 0.

=====

| no. | total energy (hartree) | molecular weight (g/mol) |
| --- | --- | --- |
| 1 | -2105.39426 | 653.0 |
| 2 | -2597.11784 | 764.1 |